No. 1
Formula: C65H66BiFIN9O7SeTe2
Source: OMol25
Level of theory: ωB97M-V with the def2-TZVPD basis set

Results
- ΔE to the lowest compared entry with this formula, charge and spin (kJ/mol) = 0.0
- F_max (eV/Å) = 2.60
- gap between HOMO and LUMO (eV) = 4.5
- highest occupied orbital energy (eV) = -6.060
- E_tot (Ha) = -7085.63414

Last column: Löwdin charge in e.
Atoms and positions in Å:
1 Bi -2.35 1.78 0.51  1.334
2 C -5.33 3.86 3.57  -0.032
3 C -3.91 4.03 3.99  -0.253
4 N -3.70 4.38 5.24  0.121
5 C -2.45 4.49 5.68  -0.118
6 C -1.33 4.30 4.90  -0.162
7 C 0.03 4.36 5.55  -0.221
8 O 0.79 5.52 5.26  -0.062
9 C -1.52 4.01 3.52  -0.090
10 C -0.41 3.98 2.63  -0.070
11 N -0.48 3.87 1.35  -0.019
12 C 0.64 3.92 0.57  -0.378
13 C 1.95 3.61 0.98  -0.030
14 C 3.01 3.76 0.11  -0.091
15 C 2.82 4.22 -1.18  -0.115
16 C 1.53 4.47 -1.62  -0.194
17 C 0.47 4.29 -0.76  -0.634
18 I -1.51 4.56 -1.41  1.000
19 C -2.85 3.80 3.06  -0.306
20 O -3.16 3.47 1.85  -0.451
21 H -5.98 4.18 4.38  0.075
22 H -5.52 2.81 3.35  0.070
23 H -5.55 4.42 2.66  0.061
24 H -2.35 4.72 6.73  0.107
25 H 0.60 3.45 5.28  0.116
26 H -0.11 4.36 6.63  0.117
27 H 0.66 5.74 4.33  0.071
28 H 0.57 4.15 3.10  0.116
29 H 2.12 3.25 1.98  0.110
30 H 4.01 3.54 0.46  0.101
31 H 3.66 4.37 -1.84  0.103
32 H 1.34 4.79 -2.64  0.081
33 F 4.11 -1.19 -0.21  0.041
34 C 3.33 -1.25 0.91  -0.174
35 C 2.27 -0.41 1.05  0.072
36 C 1.52 -0.42 2.22  -0.034
37 C 0.38 0.50 2.32  -0.301
38 O 0.14 1.30 1.42  -0.108
39 C -0.34 0.41 3.57  -0.020
40 C 0.09 -0.41 4.55  0.035
41 N 1.17 -1.25 4.45  0.006
42 C 1.56 -2.02 5.59  -0.267
43 C 0.52 -2.65 6.47  -0.079
44 C 1.37 -3.51 5.59  -0.106
45 C 1.88 -1.28 3.28  -0.113
46 C 2.95 -2.16 3.09  0.061
47 C 3.67 -2.16 1.90  -0.156
48 N 4.72 -3.07 1.67  -0.135
49 C 4.85 -3.76 0.41  -0.122
50 C 5.00 -5.27 0.70  -0.068
51 N 4.49 -5.48 2.08  0.049
52 C 5.43 -4.91 3.08  -0.080
53 C 5.68 -3.44 2.66  -0.118
54 C -1.71 1.05 3.82  -0.631
55 O -1.99 1.36 4.97  0.065
56 O -2.49 1.04 2.82  -0.276
57 H 1.98 0.28 0.27  0.043
58 H -0.44 -0.41 5.49  0.143
59 H 2.45 -1.64 6.08  0.155
60 H -0.52 -2.53 6.20  0.109
61 H 0.69 -2.65 7.53  0.109
62 H 0.89 -3.95 4.72  0.109
63 H 2.12 -4.13 6.05  0.094
64 H 3.23 -2.85 3.88  0.100
65 H 5.70 -3.39 -0.17  0.136
66 H 3.94 -3.58 -0.17  0.110
67 H 6.04 -5.59 0.65  0.135
68 H 4.41 -5.87 0.00  0.139
69 H 4.29 -6.46 2.27  0.191
70 H 3.63 -4.91 2.14  0.190
71 H 6.36 -5.48 3.09  0.132
72 H 4.97 -4.98 4.07  0.129
73 H 6.69 -3.33 2.24  0.134
74 H 5.58 -2.77 3.51  0.136
75 C -5.09 -0.62 2.25  -0.374
76 Te -3.43 -0.88 0.87  1.377
77 C -2.32 -2.01 2.33  -0.330
78 H -4.68 -0.25 3.18  -0.002
79 H -5.63 -1.55 2.43  -0.002
80 H -5.77 0.12 1.86  -0.037
81 H -2.73 -3.01 2.43  0.007
82 H -2.34 -1.50 3.28  0.001
83 H -1.30 -2.08 1.96  -0.017
84 C -7.32 1.88 -6.07  -0.057
85 C -6.70 2.02 -4.71  -0.281
86 C -6.31 3.25 -4.23  -0.029
87 C -5.76 3.40 -2.96  -0.324
88 C -5.37 4.78 -2.54  -0.108
89 C -5.59 2.29 -2.13  -0.424
90 Te -4.91 2.60 -0.06  0.986
91 C -5.96 1.03 -2.62  -0.309
92 C -5.79 -0.21 -1.80  -0.106
93 C -6.51 0.91 -3.89  -0.026
94 H -7.39 2.86 -6.55  0.069
95 H -8.32 1.46 -6.00  0.078
96 H -6.72 1.23 -6.70  0.077
97 H -6.44 4.13 -4.85  0.107
98 H -5.64 5.51 -3.30  0.072
99 H -4.29 4.84 -2.38  0.003
100 H -5.86 5.05 -1.60  0.055
101 H -4.74 -0.51 -1.82  0.034
102 H -6.38 -1.03 -2.21  0.076
103 H -6.08 -0.04 -0.77  0.027
104 H -6.82 -0.06 -4.24  0.113
105 O -2.38 0.25 -1.62  -0.222
106 C -1.63 -0.72 -1.51  -0.763
107 N -1.37 -1.58 -2.53  0.160
108 C -0.44 -2.60 -2.13  -0.268
109 C -0.26 -2.18 -0.61  -0.461
110 O 0.46 -2.79 0.16  0.037
111 N -1.02 -1.12 -0.37  0.052
112 C -1.09 -3.96 -2.14  -0.126
113 C -2.28 -4.11 -1.43  -0.014
114 C -2.94 -5.32 -1.40  -0.069
115 C -2.42 -6.41 -2.08  -0.097
116 C -1.24 -6.27 -2.80  -0.091
117 C -0.58 -5.05 -2.82  -0.025
118 C 0.87 -2.47 -2.85  -0.163
119 C 2.03 -3.05 -2.34  -0.041
120 C 3.26 -2.82 -2.94  -0.093
121 C 3.35 -2.00 -4.06  -0.098
122 C 2.20 -1.45 -4.59  -0.086
123 C 0.97 -1.69 -4.00  -0.051
124 H -1.77 -1.47 -3.44  0.162
125 H -2.69 -3.25 -0.90  0.076
126 H -3.86 -5.41 -0.85  0.105
127 H -2.93 -7.36 -2.06  0.098
128 H -0.85 -7.11 -3.35  0.097
129 H 0.34 -4.95 -3.39  0.108
130 H 1.95 -3.66 -1.45  0.101
131 H 4.16 -3.25 -2.53  0.086
132 H 4.31 -1.79 -4.50  0.102
133 H 2.25 -0.82 -5.47  0.108
134 H 0.09 -1.24 -4.42  0.109
135 C 1.82 2.80 -4.73  -0.034
136 N 2.83 2.08 -4.00  -0.069
137 C 2.62 1.35 -2.87  -0.712
138 Se 1.05 1.07 -2.02  0.889
139 N 3.81 0.83 -2.50  0.136
140 C 4.79 1.19 -3.40  -0.191
141 C 6.14 0.89 -3.48  -0.019
142 C 6.83 1.42 -4.56  -0.100
143 C 6.21 2.23 -5.50  -0.095
144 C 4.86 2.53 -5.42  -0.006
145 C 4.15 2.00 -4.36  -0.165
146 H 0.87 2.69 -4.21  0.053
147 H 1.73 2.38 -5.74  0.100
148 H 2.08 3.85 -4.80  0.096
149 H 3.92 0.21 -1.71  0.121
150 H 6.63 0.28 -2.74  0.108
151 H 7.89 1.21 -4.66  0.099
152 H 6.79 2.63 -6.32  0.101
153 H 4.38 3.17 -6.15  0.110

---

No. 2
Formula: C3H5FOS
Source: OMol25
Level of theory: ωB97M-V with the def2-TZVPD basis set

Results
- spin multiplicity = 3
- ΔE to the lowest compared entry with this formula, charge and spin (kJ/mol) = 102.1
- F_max (eV/Å) = 4.68
- gap between HOMO and LUMO (alpha / beta) (eV) = 7.6 / 8.3
- <S²> = 2.01
- highest occupied orbital energy (alpha / beta) (eV) = -7.057 / -10.228
- E_tot (Ha) = -690.38792

Last column: Löwdin spin population.
Atoms and positions in Å:
1 C 1.87 -0.81 0.00  0.039
2 C 0.83 -0.47 0.74  0.004
3 C -1.53 1.37 -0.33  0.798
4 O -0.89 -1.76 -0.81  0.432
5 F 0.85 0.38 1.70  -0.007
6 S -1.10 -0.95 0.38  0.587
7 H 1.58 -1.60 -0.71  0.002
8 H 2.91 -0.45 0.04  0.002
9 H -1.33 1.84 0.57  0.050
10 H -2.52 1.37 -0.72  0.045
11 H -0.67 1.09 -0.87  0.046